# 1
7
Properties=species:S:1:pos:R:3 method="wB97M-V/def2-TZVPD" homo_lumo_gap_ev="7.57 / 7.95" de_lowest_kj_mol=251.3 energy_ev=-23890.032
C -0.928 -0.139 0.388
F -0.998 -0.862 1.482
F -1.145 -1.007 -0.667
P 2.017 0.008 -0.020
I -2.306 1.480 0.287
H 1.863 1.316 -0.402
H 1.497 -0.795 -1.068

=====

# 2
18
Properties=species:S:1:pos:R:3 method="wB97M-V/def2-TZVPD" smiles=N#C[C@H](O)C#C[C@H]1CN1.O homo_lumo_gap_ev=10.01 de_lowest_kj_mol=399.2 energy_ev=-13423.236
O 0.062 0.397 -2.485
C 0.086 1.452 -1.557
C -0.740 2.606 -2.019
N -1.303 3.532 -2.422
C -0.298 1.026 -0.202
C -0.482 0.548 0.896
C -0.666 -0.035 2.207
C -0.885 -1.504 2.338
N 0.367 -0.906 2.773
H -0.820 0.005 -2.521
H 1.126 1.816 -1.531
H -1.144 0.628 2.932
H -1.542 -1.860 3.133
H -0.884 -2.098 1.422
H 1.107 -1.080 2.096
O 2.024 -1.587 -1.303
H 1.383 -1.020 -1.754
H 2.610 -1.919 -2.003

=====

# 3
14
Properties=species:S:1:pos:R:3 method="wB97M-V/def2-TZVPD" smiles="C/C=C1/C(=C=O)[C@@H]1O" homo_lumo_gap_ev=8.69 de_lowest_kj_mol=305.7 energy_ev=-10410.241
C 0.988 1.129 0.057
C -0.037 0.182 -0.138
C 1.751 2.112 -0.193
C -1.295 0.056 -0.509
C 1.120 -0.319 0.577
C -2.174 -1.068 -0.130
O 2.500 3.003 -0.319
O 2.022 -1.057 -0.131
H -1.718 0.873 -1.018
H 1.066 -0.432 1.691
H -2.902 -0.559 0.465
H -1.654 -1.689 0.562
H -2.682 -1.514 -1.006
H 3.015 -0.717 0.091

=====

# 4
81
Properties=species:S:1:pos:R:3 method="wB97M-V/def2-TZVPD" homo_lumo_gap_ev="5.50 / 5.61" spin_multiplicity=5 de_lowest_kj_mol=41.5 energy_ev=-143698.643
Cr 0.229 0.833 1.334
C -1.913 -1.376 2.260
C -1.445 -2.613 1.506
C -0.507 -2.477 0.338
C -0.523 -3.452 -0.659
C 0.422 -3.411 -1.663
C 1.386 -2.412 -1.632
C 1.306 -1.466 -0.631
N 0.362 -1.468 0.317
N -0.912 -0.528 2.956
C 0.109 -1.272 3.708
C 1.535 -1.096 3.229
C 2.528 -1.909 3.760
C 3.849 -1.679 3.423
C 4.150 -0.628 2.570
C 3.108 0.128 2.073
N 1.829 -0.109 2.381
C -1.686 0.350 3.849
C -0.911 1.536 4.353
C -1.593 2.710 4.658
C -0.867 3.805 5.086
C 0.513 3.689 5.196
C 1.097 2.477 4.874
N 0.403 1.413 4.470
H -2.646 -1.737 2.997
H -2.459 -0.709 1.588
H -2.352 -3.112 1.157
H -0.988 -3.328 2.196
H -1.278 -4.227 -0.637
H 0.416 -4.155 -2.449
H 2.179 -2.358 -2.367
H 2.020 -0.653 -0.587
H -0.121 -2.337 3.761
H 0.115 -0.910 4.739
H 2.257 -2.707 4.441
H 4.634 -2.302 3.831
H 5.168 -0.393 2.292
H 3.287 0.968 1.413
H -2.096 -0.237 4.685
H -2.521 0.741 3.270
H -2.663 2.774 4.508
H -1.360 4.744 5.302
H 1.124 4.527 5.501
H 2.173 2.353 4.922
S -1.702 7.652 2.940
C -1.274 6.140 2.431
S -2.406 4.910 2.015
C -1.269 3.650 1.588
C 0.032 3.982 1.702
S 1.416 2.944 1.436
S 0.355 5.619 2.231
S -1.932 2.103 1.114
C 0.376 -3.801 -5.867
C -0.719 -3.035 -6.588
S -1.567 -1.855 -5.560
O -2.671 -1.325 -6.316
O -1.816 -2.458 -4.270
C -0.385 -0.545 -5.312
C -1.048 0.613 -4.549
N -0.309 0.975 -3.343
C -0.702 0.703 -2.072
N 0.167 1.168 -1.188
C 1.141 1.801 -1.884
C 0.877 1.677 -3.218
N 1.670 2.119 -4.311
O 1.331 1.786 -5.440
O 2.660 2.766 -4.053
C -1.977 0.028 -1.716
H 0.790 -4.560 -6.531
H -0.023 -4.292 -4.981
H 1.194 -3.144 -5.566
H -1.520 -3.686 -6.944
H -0.349 -2.476 -7.449
H -0.010 -0.222 -6.280
H 0.436 -0.968 -4.732
H -2.050 0.346 -4.222
H -1.138 1.480 -5.192
H 1.956 2.315 -1.401
H -2.258 -0.747 -2.426
H -2.771 0.773 -1.629
H -1.860 -0.421 -0.735

=====

# 5
25
Properties=species:S:1:pos:R:3 method="wB97M-V/def2-TZVPD" smiles=CN(CCN)CCO.O homo_lumo_gap_ev=9.16 de_lowest_kj_mol=251.9 energy_ev=-12517.798
N 2.053 0.461 2.276
C 0.786 0.237 1.589
C 0.818 0.765 0.167
N -0.521 0.901 -0.440
C -0.594 2.183 -1.187
C -0.788 -0.229 -1.349
C -1.814 -1.247 -0.667
O -2.470 -0.629 0.416
H 2.682 1.205 2.023
H 2.423 -0.303 2.802
H 0.500 -0.826 1.607
H 0.053 0.702 2.280
H 1.507 0.154 -0.433
H 1.298 1.757 0.205
H -0.311 3.014 -0.534
H -1.686 2.344 -1.200
H -0.100 2.134 -2.158
H 0.104 -0.793 -1.617
H -1.328 0.086 -2.246
H -2.697 -1.339 -1.325
H -1.338 -2.198 -0.452
H -1.826 -0.264 1.012
H 0.790 -3.450 -0.175
H 1.682 -2.167 -0.293
O 0.776 -2.498 -0.300

=====

# 6
38
Properties=species:S:1:pos:R:3 method="wB97M-V/def2-TZVPD" smiles="CNc1ccc(-c2cc(C)cc(C(=O)Nc3nnn[nH]3)n2)cc1" homo_lumo_gap_ev=7.72 de_lowest_kj_mol=19.9 energy_ev=-28276.093
O -0.572 3.612 2.811
N 4.032 4.593 2.517
N 3.273 5.273 3.331
N 3.373 3.537 1.899
N -0.363 0.746 0.714
C -0.086 2.715 2.090
C 2.174 3.608 2.390
C -0.953 1.780 1.382
C -1.100 -0.098 -0.028
C 0.908 -1.584 -0.389
C -0.949 -1.781 -1.925
C 1.609 -2.566 -1.087
C -0.247 -2.791 -2.613
C -2.322 2.021 1.269
C -2.478 0.137 -0.144
C -0.377 -1.172 -0.782
C 1.030 -3.197 -2.207
C -3.110 1.205 0.464
N 2.076 4.671 3.209
N 1.245 2.693 1.908
N 1.671 -4.194 -2.959
C -4.574 1.453 0.370
C 2.604 -5.177 -2.404
H 1.370 -1.114 0.480
H -1.919 -1.465 -2.313
H 2.624 -2.805 -0.734
H -0.682 -3.188 -3.487
H -2.792 2.843 1.771
H -3.112 -0.567 -0.699
H 1.214 4.960 3.652
H 1.554 2.013 1.207
H 1.244 -4.435 -3.855
H -4.740 2.306 -0.237
H -5.041 1.656 1.333
H -5.087 0.616 -0.143
H 3.526 -5.166 -3.013
H 2.833 -4.953 -1.360
H 2.142 -6.184 -2.418

=====

# 7
92
Properties=species:S:1:pos:R:3 method="wB97M-V/def2-TZVPD" homo_lumo_gap_ev=6.73 charge=+3 energy_ev=-65886.560
Zr 0.025 -0.122 0.211
C 0.742 -3.151 1.407
N 1.142 -2.342 0.260
C 2.612 -2.251 0.192
C 2.986 -1.063 0.959
N 2.073 -0.168 1.343
C 2.802 0.779 2.090
C 2.401 1.862 2.857
C 3.390 2.595 3.485
C 4.764 2.288 3.342
C 5.178 1.177 2.638
C 4.153 0.443 2.052
N 4.220 -0.753 1.338
C -0.667 -2.835 1.690
N -1.202 -1.642 1.387
C -2.516 -1.722 1.889
C -3.559 -0.787 1.949
C -4.745 -1.196 2.537
C -4.894 -2.481 3.120
C -3.860 -3.390 3.088
C -2.706 -2.961 2.471
N -1.500 -3.640 2.322
H 1.375 -2.850 2.267
H 0.920 -4.225 1.286
H 0.809 -2.822 -0.583
H 2.964 -2.175 -0.843
H 3.082 -3.137 0.639
H 1.393 2.143 3.081
H 3.132 3.433 4.116
H 5.483 2.946 3.818
H 6.219 0.917 2.559
H 5.054 -1.279 1.165
H -3.510 0.235 1.620
H -5.583 -0.532 2.625
H -5.841 -2.736 3.570
H -3.972 -4.380 3.514
H -1.324 -4.570 2.681
C 0.021 4.530 0.833
C -0.072 3.057 1.035
N 0.320 2.217 0.149
N 0.597 2.776 -1.103
C 0.109 1.971 -2.000
O -0.502 0.846 -1.617
C 0.331 2.216 -3.447
C 1.289 3.144 -3.880
C 1.604 3.214 -5.233
C 0.960 2.390 -6.138
C -0.034 1.512 -5.722
C -0.341 1.429 -4.378
C -0.683 2.448 2.231
C -1.291 3.246 3.168
C -1.855 2.692 4.300
C -1.755 1.319 4.457
C -1.170 0.570 3.452
N -0.665 1.090 2.325
H -0.850 4.854 0.274
H 0.885 4.779 0.205
H 0.092 5.074 1.764
H 1.806 3.768 -3.156
H 2.356 3.893 -5.554
H 1.243 2.430 -7.188
H -0.548 0.879 -6.441
H -1.111 0.760 -4.014
H -1.342 4.312 3.035
H -2.351 3.314 5.014
H -2.164 0.802 5.320
H -1.172 -0.505 3.546
C -4.332 -3.576 -2.258
C -3.129 -4.216 -2.602
C -1.916 -3.585 -2.386
C -1.872 -2.349 -1.760
C -3.051 -1.734 -1.365
C -4.296 -2.341 -1.618
N -0.678 -1.583 -1.668
N 0.095 -1.741 -2.599
C 1.314 -1.026 -2.575
C 2.125 -1.071 -3.703
C 3.264 -0.233 -3.752
C 3.491 0.599 -2.677
C 2.675 0.524 -1.545
N 1.620 -0.307 -1.483
H -5.281 -4.033 -2.506
H -3.191 -5.182 -3.089
H -1.025 -4.076 -2.762
H -3.033 -0.763 -0.896
H -5.204 -1.823 -1.369
H 1.847 -1.680 -4.564
H 3.931 -0.217 -4.629
H 4.320 1.297 -2.658
H 2.892 1.135 -0.686
O -3.032 2.075 -0.241
C -2.283 1.271 0.015

=====

# 8
60
Properties=species:S:1:pos:R:3 method="wB97M-V/def2-TZVPD" smiles="CC(=O)N1CCN(CCN(C[C@@H]2[C@@H](C)C=C(C)C[C@@H]2C)C(C)=O)CC1" homo_lumo_gap_ev=8.97 de_lowest_kj_mol=169.3 energy_ev=-29874.361
C -0.387 -1.646 5.981
C -0.880 -2.413 4.773
O -2.068 -2.540 4.535
N 0.065 -2.993 3.990
C 1.483 -2.729 4.021
H 1.788 -2.326 4.984
C 1.849 -1.748 2.902
N 1.431 -2.303 1.625
C 1.948 -1.606 0.472
H 3.035 -1.749 0.467
C 1.713 -0.080 0.371
N 0.321 0.330 0.334
C -0.202 0.904 1.447
O 0.481 1.097 2.441
C -1.669 1.274 1.439
H -1.890 1.752 2.390
H -2.290 0.384 1.349
H -1.906 1.965 0.634
C -0.407 0.062 -0.887
H -1.471 0.189 -0.700
H -0.242 -0.990 -1.149
C 0.001 0.919 -2.102
H 1.094 0.912 -2.178
C -0.443 2.386 -1.995
C -0.465 3.066 -3.336
C -0.230 2.483 -4.502
C -0.230 3.231 -5.799
H -0.368 4.297 -5.638
H 0.712 3.073 -6.324
H -1.032 2.869 -6.443
C 0.051 1.010 -4.594
C -0.527 0.263 -3.391
C -2.052 0.226 -3.479
H -2.462 1.232 -3.484
H -2.484 -0.327 -2.649
H -2.354 -0.267 -4.401
H -0.162 -0.772 -3.419
H 1.133 0.852 -4.644
H -0.375 0.612 -5.518
H -0.675 4.126 -3.298
C 0.481 3.195 -1.077
H 1.490 3.211 -1.486
H 0.129 4.222 -1.005
H 0.522 2.781 -0.074
H -1.459 2.425 -1.580
H 2.218 0.274 -0.532
H 2.163 0.414 1.234
H 1.546 -2.101 -0.416
C 0.003 -2.565 1.606
C -0.334 -3.559 2.719
H -1.408 -3.749 2.752
H 0.208 -4.495 2.563
H -0.263 -2.994 0.637
H -0.598 -1.659 1.772
H 2.933 -1.611 2.876
H 1.373 -0.779 3.112
H 2.004 -3.678 3.852
H -1.254 -1.334 6.557
H 0.253 -2.265 6.605
H 0.161 -0.761 5.664

=====

# 9
90
Properties=species:S:1:pos:R:3 method="wB97M-V/def2-TZVPD" homo_lumo_gap_ev=7.62 charge=+2 de_lowest_kj_mol=214.5 energy_ev=-98882.347
Ti -1.196 -0.677 1.165
C -2.748 -2.802 3.645
C -1.872 -1.742 4.267
C -1.501 -1.806 5.622
C -0.714 -0.778 6.180
C -0.418 0.290 5.397
C -0.803 0.306 4.080
N -1.513 -0.706 3.541
C -0.645 1.462 3.182
C 0.036 2.673 3.379
C -0.135 3.715 2.489
C -0.918 3.484 1.362
C -1.457 2.242 1.147
N -1.267 1.261 2.040
C -2.626 1.757 0.252
C -3.357 2.616 -0.521
C -4.504 2.135 -1.095
C -4.843 0.817 -0.949
C -4.036 -0.072 -0.182
C -4.394 -1.503 0.045
N -2.945 0.453 0.415
H -3.051 -3.560 4.353
H -2.395 -3.349 2.762
H -3.676 -2.312 3.341
H -1.872 -2.618 6.231
H -0.485 -0.820 7.227
H 0.205 1.093 5.799
H 0.679 2.779 4.254
H 0.334 4.678 2.609
H -1.254 4.269 0.740
H -3.122 3.695 -0.643
H -5.143 2.769 -1.727
H -5.662 0.378 -1.475
H -4.532 -1.678 1.111
H -3.481 -2.060 -0.161
H -5.226 -1.802 -0.541
C -0.132 -2.371 -1.326
C -0.858 -1.133 -0.974
O -0.062 -0.279 -0.259
H 0.751 -2.124 -1.929
H -0.757 -3.119 -1.929
H 0.189 -2.886 -0.448
C -0.203 1.152 -6.485
C 0.008 -0.356 -6.614
C 1.207 -0.891 -5.849
C 1.014 -1.089 -4.328
N 0.867 0.130 -3.483
C -0.165 0.605 -2.826
S -1.612 -0.341 -2.439
N -0.103 1.868 -2.430
C 1.098 2.634 -2.489
C 2.083 2.244 -1.404
C 3.488 2.914 -1.469
C 3.358 4.422 -1.395
H -1.029 1.496 -7.082
H 0.700 1.668 -6.847
H -0.440 1.370 -5.449
H 0.087 -0.569 -7.657
H -0.921 -0.887 -6.321
H 2.123 -0.362 -6.062
H 1.526 -1.919 -6.187
H 1.837 -1.670 -3.971
H 0.142 -1.690 -4.153
H 1.637 0.765 -3.514
H -0.833 2.177 -1.780
H 0.853 3.698 -2.450
H 1.612 2.513 -3.479
H 2.165 1.153 -1.388
H 1.652 2.516 -0.440
H 4.038 2.633 -2.400
H 4.056 2.378 -0.698
H 2.815 4.849 -2.208
H 4.316 4.922 -1.430
H 2.841 4.731 -0.499
O -0.445 -2.523 1.584
C 0.679 -2.106 2.055
N 0.868 -0.840 2.115
S 2.417 -0.547 2.661
O 2.340 0.259 3.808
O 3.218 -0.038 1.604
C 2.825 -2.253 2.893
C 4.043 -2.848 3.275
C 4.163 -4.223 3.173
C 3.104 -5.026 2.783
C 1.915 -4.437 2.384
C 1.802 -3.031 2.444
H 4.853 -2.249 3.648
H 5.065 -4.766 3.554
H 3.251 -6.070 2.770
H 1.085 -5.044 2.003

=====

# 10
10
Properties=species:S:1:pos:R:3 method="wB97M-V/def2-TZVPD" homo_lumo_gap_ev="5.71 / 8.63" spin_multiplicity=3 charge=+1 de_lowest_kj_mol=290.1 energy_ev=-6157.611
C -0.281 1.001 -0.029
C -1.826 -0.787 -0.029
C 0.801 -0.062 -0.031
N -1.491 0.320 0.029
N 0.600 -1.290 0.019
H -0.380 1.753 -0.863
H -2.447 -1.747 -0.134
H 1.751 0.563 0.216
H 0.035 1.581 0.903
H 1.310 -1.976 -0.062

=====

# 11
10
Properties=species:S:1:pos:R:3 method="wB97M-V/def2-TZVPD" homo_lumo_gap_ev=9.84 charge=+1 de_lowest_kj_mol=247.8 energy_ev=-8750.420
C 0.282 -0.732 0.201
C -2.202 -0.296 -0.224
C 1.102 0.415 0.052
N 0.678 1.488 -0.414
O -3.051 0.421 -0.186
O -1.215 -0.981 -0.133
H 0.201 -1.166 1.250
H 2.050 0.058 0.417
H 0.838 -1.467 -0.372
H 1.317 2.258 -0.591